[1]
{"formula": "C6H18OSi2", "method": "the ωB97M-V functional and the def2-TZVPD basis", "species": ["C", "C", "C", "C", "C", "C", "Si", "O", "Si", "H", "H", "H", "H", "H", "H", "H", "H", "H", "H", "H", "H", "H", "H", "H", "H", "H", "H"], "xyz": [[2.845, -0.128, 0.951], [1.870, 1.085, 0.773], [1.578, 1.435, -0.724], [0.327, 0.701, -1.284], [0.457, -0.845, -1.353], [-0.094, -1.597, -0.111], [-1.966, -1.436, 0.142], [-2.185, -0.197, 1.337], [-3.613, 0.672, 0.964], [3.129, -0.594, -0.003], [3.736, 0.227, 1.485], [2.404, -0.936, 1.559], [0.907, 0.919, 1.282], [2.360, 1.960, 1.224], [1.323, 2.512, -0.725], [2.462, 1.322, -1.368], [-0.545, 1.062, -0.715], [0.184, 1.063, -2.320], [0.034, -1.238, -2.291], [1.539, -1.067, -1.408], [0.112, -2.678, -0.245], [0.388, -1.279, 0.827], [-2.680, -0.957, -1.062], [-2.567, -2.706, 0.606], [-4.680, -0.313, 0.722], [-3.369, 1.403, -0.301], [-3.956, 1.610, 2.039]], "lowdin_charge": [-0.11, -0.23, -0.22, -0.22, -0.26, -0.30, 0.53, -0.53, 0.49, 0.06, 0.06, 0.06, 0.10, 0.09, 0.10, 0.11, 0.09, 0.11, 0.10, 0.09, 0.07, 0.05, -0.02, -0.03, -0.06, -0.06, -0.07], "total_charge": 0, "energy_ha": -893.6682, "e_above_lowest_kcal_mol": 23.9, "lumo_ev": 0.934, "gap_ev": 11.2}

[2]
{"formula": "C7H13N4O", "method": "the ωB97M-V functional and the def2-TZVPD basis", "species": ["C", "C", "C", "C", "C", "C", "C", "N", "N", "N", "N", "O", "H", "H", "H", "H", "H", "H", "H", "H", "H", "H", "H", "H", "H"], "xyz": [[-1.180, 2.405, -0.494], [2.000, 1.164, -0.169], [-3.083, 0.999, -0.327], [2.892, 0.561, -1.265], [-5.110, -0.502, 0.231], [0.823, 0.860, 1.887], [1.292, -1.061, 0.432], [-0.355, 3.158, -0.345], [-4.085, 0.470, -0.043], [-2.057, 1.521, -0.659], [1.303, 0.401, 0.590], [1.971, 2.433, -0.270], [2.255, 0.010, -2.002], [3.393, 1.386, -1.764], [3.633, 0.018, -0.799], [-5.760, -0.726, -0.783], [-5.777, -0.065, 1.105], [-4.686, -1.439, 0.538], [-0.229, 0.776, 1.968], [1.287, 0.235, 2.643], [1.019, 1.895, 2.014], [1.094, -1.437, -0.547], [2.109, -1.631, 0.927], [0.378, -1.572, 0.944], [0.823, 3.008, -0.117]], "lowdin_charge": [-0.20, -0.43, -0.13, 0.04, -0.06, 0.00, -0.03, 0.27, 0.12, 0.20, -0.11, 0.02, 0.12, 0.10, 0.06, 0.15, 0.13, 0.07, 0.08, 0.11, 0.09, 0.08, 0.12, 0.13, 0.08], "total_charge": 1, "energy_ha": -568.4625, "e_above_lowest_kcal_mol": 45.9, "lumo_ev": -2.817, "gap_ev": 11.2}

[3]
{"formula": "C23H59InO18PS5", "method": "the ωB97M-V functional and the def2-TZVPD basis", "species": ["C", "C", "C", "C", "In", "C", "C", "C", "C", "C", "C", "C", "S", "O", "O", "O", "P", "O", "O", "O", "H", "H", "H", "H", "H", "H", "H", "H", "H", "H", "H", "H", "H", "H", "H", "H", "H", "H", "H", "H", "H", "H", "H", "H", "H", "H", "H", "O", "S", "O", "O", "C", "C", "C", "H", "H", "H", "H", "H", "H", "H", "H", "O", "S", "O", "O", "C", "C", "C", "H", "H", "H", "H", "H", "H", "H", "H", "O", "S", "O", "O", "C", "C", "C", "H", "H", "H", "H", "H", "H", "H", "H", "O", "S", "O", "O", "C", "C", "C", "H", "H", "H", "H", "H", "H", "H", "H"], "xyz": [[-3.113, -0.355, -3.342], [-2.986, -0.218, -4.858], [-2.266, 1.122, -5.149], [-1.003, 1.018, -6.029], [0.706, 0.828, -4.634], [0.651, -1.228, -3.850], [1.629, -2.155, -4.592], [0.974, -2.859, -5.785], [2.672, 1.327, -5.519], [3.848, 1.657, -4.599], [4.199, 0.525, -3.621], [4.922, 1.025, -2.355], [4.171, 0.545, -0.823], [3.502, 1.639, -0.182], [3.522, -0.727, -0.943], [5.552, 0.315, 0.004], [0.251, 2.475, -2.683], [-0.076, 1.929, -1.331], [-0.841, 3.618, -3.137], [1.578, 3.453, -2.484], [-2.116, -0.529, -2.924], [-3.760, -1.177, -3.023], [-3.510, 0.557, -2.896], [-3.963, -0.272, -5.347], [-2.371, -1.039, -5.242], [-1.982, 1.496, -4.161], [-2.973, 1.872, -5.526], [-0.934, 1.847, -6.738], [-1.002, 0.083, -6.601], [0.842, -1.248, -2.772], [-0.370, -1.596, -3.998], [2.059, -2.903, -3.915], [2.482, -1.585, -4.981], [-0.033, -3.200, -5.526], [1.543, -3.731, -6.120], [0.890, -2.178, -6.638], [2.954, 0.494, -6.178], [2.503, 2.186, -6.180], [3.667, 2.576, -4.032], [4.740, 1.856, -5.213], [4.863, -0.190, -4.112], [3.295, -0.033, -3.360], [5.931, 0.623, -2.282], [4.999, 2.111, -2.316], [5.308, 0.170, 0.933], [-0.943, 4.266, -2.424], [1.659, 4.042, -3.249], [6.649, 6.332, -2.997], [6.814, 5.363, -1.954], [6.468, 4.001, -2.219], [6.092, 5.879, -0.651], [4.701, 6.319, -0.770], [3.714, 5.178, -0.795], [8.460, 5.419, -1.337], [4.630, 6.957, -1.652], [4.571, 6.945, 0.110], [3.790, 4.581, -1.701], [2.699, 5.570, -0.741], [3.870, 4.509, 0.051], [8.715, 6.450, -1.109], [9.095, 5.027, -2.129], [8.518, 4.788, -0.454], [-4.177, 0.444, -0.450], [-3.251, -0.297, 0.349], [-3.347, -1.732, 0.365], [-3.311, 0.217, 1.853], [-4.621, 0.344, 2.473], [-5.252, -0.976, 2.856], [-1.616, 0.205, -0.043], [-5.256, 0.917, 1.796], [-4.416, 0.955, 3.349], [-5.535, -1.546, 1.972], [-6.142, -0.782, 3.455], [-4.562, -1.578, 3.447], [-1.556, 1.289, -0.033], [-1.419, -0.147, -1.054], [-0.923, -0.243, 0.665], [-2.638, -3.767, 3.955], [-1.540, -4.313, 3.205], [-1.634, -5.673, 2.773], [-0.217, -4.114, 4.067], [-0.267, -4.524, 5.455], [-0.145, -6.022, 5.626], [-1.118, -3.266, 1.874], [-1.185, -4.135, 5.898], [0.574, -4.000, 5.906], [-1.019, -6.539, 5.235], [-0.044, -6.251, 6.688], [0.734, -6.394, 5.100], [-1.030, -2.253, 2.259], [-1.926, -3.316, 1.144], [-0.181, -3.619, 1.451], [-5.319, -1.061, 6.115], [-5.668, -2.148, 6.984], [-6.794, -1.987, 7.855], [-4.386, -2.539, 7.841], [-3.675, -1.451, 8.486], [-4.361, -0.974, 9.745], [-5.820, -3.637, 6.077], [-3.546, -0.648, 7.760], [-2.696, -1.877, 8.698], [-5.309, -0.487, 9.522], [-3.711, -0.261, 10.255], [-4.557, -1.812, 10.414], [-4.947, -3.758, 5.442], [-6.719, -3.529, 5.473], [-5.930, -4.459, 6.781]], "lowdin_charge": [-0.12, -0.25, -0.33, -0.28, 0.74, -0.29, -0.36, -0.13, -0.29, -0.31, -0.21, -0.21, 0.61, -0.28, -0.28, -0.19, 0.47, -0.40, -0.24, -0.26, 0.05, 0.08, 0.07, 0.10, 0.09, 0.03, 0.10, 0.02, 0.02, 0.03, 0.01, 0.09, 0.06, 0.07, 0.06, 0.07, 0.03, 0.03, 0.08, 0.10, 0.12, 0.08, 0.10, 0.07, 0.08, 0.06, 0.05, -0.28, 0.56, -0.27, -0.27, -0.23, -0.07, -0.12, 0.11, 0.12, 0.06, 0.09, 0.09, 0.07, 0.07, 0.07, -0.28, 0.57, -0.30, -0.26, -0.24, -0.08, -0.13, 0.11, 0.12, 0.08, 0.07, 0.07, 0.06, 0.05, 0.07, -0.29, 0.57, -0.28, -0.26, -0.25, -0.07, -0.12, 0.11, 0.12, 0.07, 0.08, 0.08, 0.08, 0.06, 0.08, -0.28, 0.57, -0.28, -0.26, -0.25, -0.07, -0.11, 0.11, 0.12, 0.07, 0.08, 0.08, 0.06, 0.08, 0.08], "total_charge": -1, "energy_ha": -4788.5525, "lumo_ev": 1.848, "gap_ev": 6.6}